# C11H18O5

A cluster of 2 separate species, C11H18O5 in total in a non-equilibrium geometry (ωB97M-V/def2-TZVPD, the Open Molecules 2025 dataset).

## Properties
- HOMO energy (eV) = -9.6
- largest force on an atom (eV Å⁻¹) = 3.03
- SMILES = O=C1OCC[C@H]1C[C@H]1CO1.CCOC(C)=O
- frontier orbital gap (hartree) = 0.371
- energy above the lowest of the compared OMol25 structures with the same formula, charge and spin (kJ/mol) = 79.4

Geometry (Å):
O (-3.9895, 2.3017, 0.2007)
C (-3.0962, 1.5260, 0.2965)
O (-2.4335, 1.0598, -0.7796)
C (-1.4176, 0.1165, -0.4243)
C (-1.3044, 0.0902, 1.1098)
C (-2.5602, 0.8595, 1.5299)
C (-2.5928, 1.5964, 2.8516)
C (-1.7854, 2.8914, 2.9659)
C (-0.6399, 3.1562, 2.0748)
O (-1.9910, 3.8612, 2.0167)
H (-0.4812, 0.4256, -0.8627)
H (-1.6694, -0.8600, -0.8279)
H (-0.3716, 0.4821, 1.4882)
H (-1.4417, -0.9348, 1.4362)
H (-3.3086, 0.0668, 1.6569)
H (-3.6139, 1.8541, 3.1245)
H (-2.1599, 0.9406, 3.6086)
H (-1.6488, 3.2358, 3.9952)
H (-0.5410, 2.7277, 1.0919)
H (0.0129, 3.9818, 2.3148)
C (2.6940, -3.7845, -2.5289)
C (1.8795, -2.5725, -2.9278)
O (1.3756, -1.8620, -1.7905)
C (2.0895, -0.9299, -1.1341)
C (3.5601, -0.7585, -1.4313)
O (1.5330, -0.2930, -0.2805)
H (3.5873, -3.5045, -1.9707)
H (3.0040, -4.3376, -3.4153)
H (2.1000, -4.4435, -1.8966)
H (2.4331, -1.8999, -3.5834)
H (0.9882, -2.8806, -3.4704)
H (4.1244, -1.3700, -0.7282)
H (3.8159, 0.2842, -1.2662)
H (3.8488, -1.0261, -2.4440)